(1)
ORCA calculation (ωB97M-V with the def2-TZVPD basis set) on a 2-piece molecular cluster, C7H15BrN overall.

The net charge is +1. As for the energy: -79024.846 eV. The HOMO-LUMO gap (alpha / beta) comes out at 8.47 / 8.46 eV.

Element x y z (Å)
C1 1.100 0.234 -1.620
C2 0.166 0.619 -0.791
C3 1.098 0.794 -3.028
C4 2.173 -0.745 -1.288
C5 0.260 0.968 2.453
C6 -2.240 -1.405 0.894
C7 -0.309 -0.117 1.620
N1 -1.746 -0.147 1.481
Br1 -1.272 1.781 -0.997
H1 1.966 0.434 -3.568
H2 1.114 1.882 -3.010
H3 0.197 0.478 -3.551
H4 3.141 -0.287 -1.471
H5 2.083 -1.608 -1.945
H6 2.119 -1.070 -0.255
H7 -0.224 1.920 2.252
H8 1.321 1.070 2.261
H9 0.150 0.751 3.518
H10 -3.314 -1.369 0.747
H11 -1.751 -1.553 -0.066
H12 -1.999 -2.243 1.543
H13 0.177 -1.078 1.602
H14 -2.004 0.649 0.835
H15 -2.204 0.041 2.383

***

(2)
ORCA calculation (ωB97M-V with the def2-TZVPD basis set) on C20H32MnN6O6P2 as an isolated structure.

The net charge is 0. As for the spin multiplicity: 6. As for the energy: -92392.395 eV. The HOMO-LUMO gap (alpha / beta) comes out at 6.46 / 6.65 eV. The expectation value of S² is 8.755.

Element x y z (Å)
Mn1 -0.072 0.363 0.116
N1 0.052 4.206 -3.264
C1 -0.522 3.129 -2.361
C2 -2.035 3.239 -2.371
P1 0.177 3.616 -0.705
O1 1.755 3.627 -1.052
O2 -0.252 5.019 -0.519
O3 -0.158 2.502 0.245
P2 0.181 1.530 -2.923
O4 -0.506 1.305 -4.369
O5 1.629 1.823 -3.108
O6 -0.321 0.462 -1.995
H1 -0.032 5.097 -2.752
H2 -0.432 4.248 -4.160
H3 1.042 3.983 -3.422
H4 -2.348 4.228 -2.032
H5 -2.452 2.508 -1.682
H6 -2.442 3.042 -3.366
H7 2.013 2.837 -1.572
H8 -1.186 0.622 -4.324
N2 2.369 -3.036 1.051
C3 1.375 -3.876 0.607
C4 0.529 -3.098 -0.120
N3 0.976 -1.802 -0.127
C5 2.078 -1.801 0.587
C6 2.760 -0.553 0.863
N4 2.135 0.589 0.689
C7 3.013 1.575 1.068
C8 4.183 1.009 1.469
N5 4.011 -0.353 1.330
H9 3.067 -3.273 1.734
H10 1.353 -4.920 0.862
H11 -0.377 -3.383 -0.623
H12 2.743 2.615 1.018
H13 5.103 1.436 1.826
H14 4.709 -1.054 1.500
C9 -1.114 -4.627 4.131
C10 -0.643 -3.253 3.730
C11 0.495 -2.702 4.308
C12 0.897 -1.416 3.942
C13 2.111 -0.786 4.575
C14 0.174 -0.722 2.993
C15 -0.956 -1.266 2.328
C16 -1.353 -2.550 2.764
N6 -1.503 -0.511 1.325
C17 -2.857 -0.751 0.819
C18 -3.894 -0.815 1.948
C19 -2.957 -1.980 -0.101
C20 -3.208 0.469 -0.039
H15 -0.447 -5.076 4.867
H16 -1.165 -5.294 3.267
H17 -2.115 -4.587 4.566
H18 1.039 -3.249 5.071
H19 2.307 -1.205 5.562
H20 1.990 0.293 4.677
H21 3.007 -0.948 3.966
H22 0.442 0.307 2.768
H23 -2.215 -3.034 2.330
H24 -3.727 -1.643 2.635
H25 -4.898 -0.920 1.531
H26 -3.856 0.109 2.528
H27 -2.749 -2.915 0.417
H28 -2.239 -1.877 -0.920
H29 -3.956 -2.056 -0.537
H30 -3.070 1.384 0.540
H31 -4.240 0.418 -0.393
H32 -2.558 0.508 -0.918

***

(3)
ORCA calculation (ωB97M-V with the def2-TZVPD basis set) on an isolated ion of composition CH4N3 and charge +1.

The net charge is +1. As for the energy: -5559.049 eV. The HOMO-LUMO gap (alpha / beta) comes out at 9.75 / 9.75 eV. Its SMILES is CN=[N+]=N.

Element x y z (Å)
C1 -0.008 -0.695 0.522
N1 0.054 2.044 -2.136
N2 0.217 0.521 -0.044
N3 0.289 1.117 -1.011
H1 0.478 -1.303 -0.260
H2 -1.062 -0.786 0.671
H3 0.290 -0.823 1.547
H4 0.859 2.234 -2.693

***

(4)
ORCA calculation (ωB97M-V with the def2-TZVPD basis set) on C5H9ClOS as an isolated structure.

The net charge is 0. As for the energy: -30731.589 eV. The HOMO-LUMO gap comes out at 9.17 eV.

Element x y z (Å)
C1 1.714 2.169 1.483
C2 -0.021 1.064 0.039
C3 -0.191 -0.055 -0.737
C4 1.066 -0.788 -1.131
C5 -2.632 -1.635 -0.434
H1 2.736 2.001 1.521
H2 1.075 3.072 1.248
H3 1.271 1.589 2.448
H4 -0.719 1.878 0.476
H5 2.002 -0.463 -0.185
H6 1.615 -0.829 -2.244
H7 -1.900 -2.589 -0.552
H8 -3.584 -1.860 -0.987
H9 -2.691 -1.726 0.711
O1 1.300 1.202 0.445
S1 -1.861 -0.270 -1.344
Cl1 0.821 -2.761 -0.759

***

Asked for ΔE to the lowest compared entry with this formula, charge and spin across the records above, the calculation gives 38.98, 7.05, 134.58, 88.74 kcal/mol in order.